Formula: C4H6N2O2
Source: the OMol25 dataset
Level of theory: ωB97M-V/def2-TZVPD

* 2S+1: 3
* energy relative to the best compared isomer or geometry (same formula, charge and spin): 5.458 eV
* E_tot: -11311.3546 eV
* F_max: 7.64 eV/A
* ⟨S²⟩: 2.011

XYZ file:
```
14
Properties=species:S:1:pos:R:3:forces:R:3
C -1.5649 0.2620 -1.3719 2.3 -0.4 0.5
C 0.5475 -0.1468 0.0901 -0.4 0.8 -2.0
C 0.1547 0.2814 1.5129 0.0 -1.1 -3.2
C -0.2684 0.8099 -0.8438 1.2 2.5 0.1
N -2.5807 0.8124 -0.8437 -0.7 0.6 0.0
N -0.6081 1.9448 0.0380 6.1 -1.8 0.5
O -0.2493 1.6444 1.2948 0.6 0.9 1.9
O -2.3324 1.8424 -0.0517 -7.6 -0.7 -0.9
H -1.4673 -0.6269 -2.0305 -1.1 0.8 0.5
H 1.6033 -0.0407 -0.0584 0.6 0.5 -0.1
H 0.3407 -1.0922 -0.3707 -0.4 -1.2 0.9
H -0.7128 -0.2587 1.8108 -0.7 -0.3 0.7
H 1.0318 0.0135 2.0859 -0.1 1.1 0.9
H 0.2868 1.4539 -1.5957 0.0 -1.6 0.1
```
Forces are in eV/Å.

The net atomic charges from Löwdin, expressed in e, are: number 1, C, carries -0.12; number 2, C, carries -0.10; number 3, C, carries -0.11; number 4, C, carries -0.28; number 5, N, carries 0.01; number 6, N, carries 0.00; number 7, O, carries -0.06; number 8, O, carries -0.07; number 9, H, carries 0.13; number 10, H, carries 0.10; number 11, H, carries 0.10; number 12, H, carries 0.12; number 13, H, carries 0.12; number 14, H, carries 0.17